# 1
A structure of composition C40H50BiCl2N4OP2Si2. Source: the Open Molecules 2025 dataset; level of theory: ωB97M-V/def2-TZVPD.

XYZ file:
```
102
C40H50BiCl2N4OP2Si2 ωB97M-V/def2-TZVPD
Bi 0.43 0.41 -1.10
Cl 2.95 -1.47 -3.90
Cl 3.02 1.24 -5.04
P -1.45 0.38 1.04
P 1.18 -0.95 1.33
Si -1.01 3.45 0.38
Si 3.86 -0.22 -0.03
O -1.14 1.63 -3.31
N -0.73 1.71 0.41
N -0.84 -1.52 -2.71
N -1.13 0.55 -5.28
N 2.13 -0.20 0.24
C -2.13 -0.78 3.44
C 1.74 1.92 4.14
C -1.85 0.42 2.79
C -2.80 3.87 0.69
C 1.69 1.23 2.95
C -0.39 -0.89 0.60
C -5.27 -0.46 -1.40
C 2.76 -5.22 1.82
C -2.27 -3.52 -4.01
C -1.53 -2.44 -2.02
C -1.57 -2.57 -4.73
C 1.42 1.28 5.33
C -2.54 0.40 5.49
C 3.93 -0.24 -4.72
C -5.10 -1.07 -0.16
C -2.48 -0.79 4.78
C 4.43 -1.93 -0.55
C -0.50 4.06 -1.30
C -3.02 0.12 0.16
C -3.99 -0.78 0.61
C -2.23 1.60 4.86
C 1.03 -0.06 5.32
C 3.29 -4.20 2.60
C -3.21 0.74 -1.08
C -1.89 1.61 3.52
C -2.51 2.53 -5.06
C -0.19 -0.47 -4.82
C 4.16 1.05 -1.37
C -4.32 0.45 -1.85
C 1.72 -4.95 0.94
C 4.80 0.30 1.50
C -1.54 1.54 -4.46
C 1.75 -2.64 1.61
C -2.25 -3.45 -2.62
C 0.10 4.28 1.64
C 2.79 -2.92 2.50
C 1.32 -0.12 2.93
C 0.98 -0.75 4.12
C -0.88 -1.57 -4.05
C 1.21 -3.67 0.84
H 0.53 3.77 -1.55
H 1.30 -5.75 0.33
H -3.44 3.42 -0.07
H 5.86 0.40 1.26
H -0.53 5.16 -1.30
H -0.12 4.02 2.68
H 5.19 1.00 -1.72
H 0.56 0.01 -4.20
H -1.49 0.50 -6.22
H -4.45 0.94 -2.81
H -2.84 3.22 -4.29
H 4.45 1.25 1.90
H -2.81 -4.31 -4.51
H 4.26 -0.65 -5.66
H 3.16 -6.23 1.90
H -2.25 2.53 5.42
H 0.31 -0.88 -5.69
H 0.77 -0.55 6.24
H -2.02 3.10 -5.86
H -2.70 -1.73 5.27
H -1.15 3.69 -2.09
H 4.63 -2.55 0.33
H 1.46 1.82 6.27
H 3.99 2.06 -0.98
H -3.17 3.56 1.67
H 3.68 -2.43 -1.15
H -3.37 2.02 -5.49
H -2.49 1.45 -1.45
H 0.69 -1.80 4.12
H 4.10 -4.41 3.29
H 4.76 0.01 -4.08
H -5.85 -1.76 0.20
H 3.20 -2.13 3.11
H -1.56 -2.59 -5.81
H -2.93 4.96 0.62
H -1.64 2.55 3.04
H -2.79 -4.17 -2.01
H 0.39 -3.45 0.17
H 1.14 4.00 1.44
H -6.14 -0.68 -2.00
H 4.72 -0.45 2.30
H 2.03 2.96 4.15
H -2.04 -1.72 2.90
H 1.93 1.73 2.01
H -2.82 0.40 6.54
H -1.48 -2.34 -0.94
H 0.03 5.36 1.54
H -3.88 -1.27 1.57
H 5.35 -1.87 -1.13
H 3.50 0.91 -2.23
```

## Properties
total energy: -4245.19099 Eh
ΔE to the lowest compared entry with this formula, charge and spin: 0.000 eV
charge: +1
HOMO level: -10.4 eV

=====

# 2
A structure of composition C3HFMnO2 at a distorted geometry. Source: the Open Molecules 2025 dataset; level of theory: ωB97M-V/def2-TZVPD.

XYZ file:
```
8
C3HFMnO2 ωB97M-V/def2-TZVPD
Mn 3.22 0.19 -0.40
F -1.88 0.99 -0.74
O 0.30 0.94 -0.07
O 0.50 -1.18 0.04
C 1.14 -0.01 -0.15
C -1.01 0.40 0.02
C -0.84 -1.01 0.11
H -1.43 -0.32 1.19
```

## Properties
<S²>: 8.755
total energy: -1515.26885 Eh
2S+1: 6
ΔE to the lowest compared entry with this formula, charge and spin: 0.000 eV
charge: +2
HOMO level (spin up / spin down): -19.0 / -18.9 eV

=====

# 3
A structure of composition C20H22Cl2F5N3O3RuS2 at a distorted geometry. Source: the Open Molecules 2025 dataset; level of theory: ωB97M-V/def2-TZVPD.

XYZ file:
```
58
C20H22Cl2F5N3O3RuS2 ωB97M-V/def2-TZVPD
Ru 0.00 0.64 0.06
Cl -0.79 2.97 -0.77
Cl -0.34 3.78 -3.52
S -1.77 -0.95 -1.46
S -1.30 -0.68 1.92
F -3.18 0.20 6.56
F -2.98 2.90 6.27
F -1.12 2.25 1.96
F -2.38 -1.45 4.58
F -1.90 3.94 3.97
O -1.39 0.29 -2.13
O 1.23 -3.04 -1.18
O -2.83 -0.80 -0.51
N -0.38 -1.49 -0.77
N 1.92 0.54 1.62
N 2.12 0.64 -1.30
C -2.31 -0.14 4.41
C 3.22 0.19 -0.45
C 2.06 -0.18 -2.50
C -1.95 -2.30 -2.61
C -1.79 0.37 3.20
C -0.64 -4.25 -3.15
C -2.74 -3.81 -4.25
C -0.82 -3.09 -2.41
C 3.17 0.86 0.92
C 2.27 2.04 -1.69
C 1.73 1.48 2.72
C -1.54 3.21 -2.35
C -1.62 -4.60 -4.06
C -2.07 2.63 4.11
C -2.72 0.71 5.43
C -1.68 1.76 3.10
C 1.97 -0.84 2.11
C -2.61 2.10 5.28
C 0.13 -2.56 -1.38
C -2.92 -2.63 -3.53
H 2.06 2.71 -0.85
H 3.14 -0.90 -0.33
H 1.59 2.27 -2.50
H 4.03 0.52 1.51
H 3.29 2.23 -2.04
H -3.50 -4.12 -4.95
H 2.92 -1.04 2.62
H 4.19 0.41 -0.92
H -1.51 -5.51 -4.64
H 1.50 2.47 2.32
H -1.91 2.23 -2.66
H 1.16 -1.02 2.82
H 0.92 1.15 3.36
H -2.32 3.96 -2.25
H 1.17 0.06 -3.08
H 2.94 0.00 -3.13
H 2.64 1.55 3.33
H 3.24 1.94 0.80
H -3.78 -2.01 -3.69
H 2.05 -1.23 -2.23
H 0.25 -4.84 -2.99
H 1.85 -1.55 1.28
```

## Properties
<S²>: 0.796
total energy: -3475.89983 Eh
2S+1: 2
charge: +1
HOMO level (spin up / spin down): -11.1 / -11.0 eV

=====

# 4
A structure of composition C29H25CdI2N3O2S4. Source: the Open Molecules 2025 dataset; level of theory: ωB97M-V/def2-TZVPD.

XYZ file:
```
66
C29H25CdI2N3O2S4 ωB97M-V/def2-TZVPD
I 4.58 -1.64 5.66
I -1.32 -0.94 4.70
Cd -0.44 0.39 -0.04
S 0.97 2.41 -1.68
S -2.27 2.27 -0.65
S 0.81 5.32 -0.95
S -1.95 5.20 -0.08
O -0.52 7.42 -0.06
O -0.10 0.62 2.27
N 2.08 0.10 0.18
N 0.78 -2.09 1.03
N 0.86 -0.94 -2.46
C 0.53 0.94 -5.30
C 2.37 -3.64 0.19
C 3.27 -0.16 3.35
C 2.80 -1.15 0.08
C 3.00 -0.86 4.53
C -0.01 -3.10 1.37
C -0.95 -1.11 -5.38
C -1.61 0.87 -3.97
C 1.94 -2.34 0.45
C 2.50 0.99 1.26
C 0.86 0.17 2.95
C -0.55 6.23 -0.31
C 0.67 -0.57 4.15
C -3.84 -2.99 -0.39
C 0.34 -4.43 1.15
C -4.97 -4.95 0.49
C 0.31 -0.53 -3.38
C -3.95 -4.02 0.56
C 2.24 0.35 2.58
C -5.82 -3.87 -1.47
C -4.80 -2.93 -1.40
C -0.43 0.05 -4.51
C -2.78 -2.04 -0.33
C -1.86 -1.23 -0.30
C 0.03 3.75 -1.08
C -5.91 -4.89 -0.53
C 1.69 -1.08 4.93
C -1.26 3.68 -0.68
C 1.56 -4.69 0.54
H 1.47 -1.64 5.82
H -4.74 -2.14 -2.13
H 1.39 0.38 -5.66
H -2.28 0.25 -3.37
H 1.87 -5.71 0.34
H -1.25 1.67 -3.31
H -5.03 -5.73 1.23
H -3.22 -4.06 1.35
H 3.18 -1.30 -0.93
H -0.34 -5.22 1.42
H -0.95 -2.83 1.83
H 1.90 1.90 1.16
H -6.56 -3.80 -2.27
H 3.67 -1.15 0.76
H 3.56 1.27 1.16
H -1.59 -1.77 -4.79
H 0.88 1.76 -4.67
H 3.33 -3.80 -0.29
H 0.00 1.37 -6.16
H 2.11 0.60 -0.70
H -2.16 1.29 -4.81
H -1.53 -0.70 -6.21
H -0.12 -1.69 -5.78
H 4.29 0.00 3.04
H -6.71 -5.62 -0.58
```

## Properties
total energy: -3790.79707 Eh
ΔE to the lowest compared entry with this formula, charge and spin: 0.000 eV
charge: -2
HOMO level: -1.2 eV

=====

# 5
A structure of composition Cl5O8S2Zr2 at a distorted geometry. Source: the Open Molecules 2025 dataset; level of theory: ωB97M-V/def2-TZVPD.

XYZ file:
```
17
Cl5O8S2Zr2 ωB97M-V/def2-TZVPD
Zr 1.92 -0.41 -0.28
Zr -2.15 -2.56 -0.43
Cl 2.42 1.82 0.97
Cl 2.88 0.64 -2.34
Cl 0.43 -2.55 -1.03
Cl 3.84 -1.73 0.61
Cl 0.79 3.86 -1.87
S -1.32 0.72 -1.15
S -0.69 -0.55 2.03
O 0.50 -0.51 1.24
O -1.99 -0.60 -1.06
O -1.61 0.62 1.92
O -1.37 -1.72 1.42
O -1.92 1.58 -0.14
O -1.35 1.51 -2.43
O -0.38 -0.55 3.43
O 0.02 0.45 -0.90
```

## Properties
total energy: -3793.45804 Eh
charge: -1
HOMO level: -5.1 eV

=====

# 6
The ion C3H7O2 with charge -1 at a distorted geometry. Source: the Open Molecules 2025 dataset; level of theory: ωB97M-V/def2-TZVPD.

XYZ file:
```
12
C3H7O2 ωB97M-V/def2-TZVPD
O -0.74 0.50 1.48
O 0.64 -0.68 -0.54
C -1.65 0.33 -0.66
C -0.43 0.43 0.24
C 1.95 -0.57 -0.29
H 0.28 1.22 -0.11
H -2.08 1.32 -0.87
H 2.45 -1.56 -0.23
H -1.44 -0.25 -1.52
H 2.24 -0.19 0.71
H -2.46 -0.16 -0.17
H 2.58 -0.09 -1.01
```

## Properties
total energy: -268.94269 Eh
ΔE to the lowest compared entry with this formula, charge and spin: 2.648 eV
charge: -1
HOMO level: -3.0 eV

=====

# 7
A structure of composition C60H50HfNO2P2SSe at a distorted geometry. Source: the Open Molecules 2025 dataset; level of theory: ωB97M-V/def2-TZVPD.

XYZ file:
```
118
C60H50HfNO2P2SSe ωB97M-V/def2-TZVPD
Hf 1.21 -0.62 -1.93
Se 2.96 -2.06 -3.86
S -0.50 0.00 0.43
P 2.45 -0.76 2.36
P -1.29 -1.77 -1.99
O 0.84 0.70 -0.53
O 3.17 -2.43 -0.24
N 2.40 -5.09 -3.07
C 0.16 0.88 3.24
C -1.01 -4.32 1.20
C 3.98 -2.07 4.39
C 6.59 1.13 1.46
C -3.51 1.83 -1.61
C 1.91 1.25 -3.33
C -0.82 0.48 2.27
C -2.55 0.80 -1.31
C -5.39 2.95 -2.68
C -1.67 -2.57 -0.41
C 3.43 3.58 -2.43
C 2.00 -4.00 4.85
C -3.09 -3.24 1.42
C 1.77 1.80 5.47
C -1.23 -3.34 -4.31
C -1.94 -2.96 -3.21
C -1.76 1.50 4.71
C -3.28 -3.41 -2.96
C -4.62 0.47 -3.26
C 3.23 -4.02 5.57
C -1.61 1.13 -0.26
C 4.11 -0.04 2.13
C 2.36 1.12 4.40
C -2.18 0.53 2.56
C 5.27 -0.81 1.86
C -0.81 -0.35 -5.51
C 1.80 -3.04 3.88
C -4.55 1.70 -2.64
C 1.26 0.28 -4.16
C 4.22 1.34 2.01
C 6.52 -0.22 1.66
C -1.61 2.43 0.22
C -2.53 3.43 -0.15
C -3.53 3.11 -1.07
C 2.79 -2.09 3.63
C -2.13 -4.09 1.96
C -2.92 -2.44 0.32
C -4.70 3.90 -1.59
C -1.82 -4.28 -5.17
C 1.35 5.07 -2.60
C -1.99 2.10 6.07
C 1.90 3.60 -2.22
C 1.20 2.41 -2.93
C -0.73 -3.52 0.01
C -0.40 1.44 4.44
C -0.11 0.49 -4.51
C 1.58 0.58 3.33
C -3.65 -0.51 -3.06
C 0.40 1.97 5.52
C -0.58 2.66 6.46
C -0.81 1.62 -4.07
C 4.17 -3.04 5.37
C 2.67 -3.93 -3.39
C -2.59 -0.36 -2.12
C -2.68 0.95 3.80
C 5.45 1.92 1.69
C 2.42 -1.67 -0.72
C -3.81 -4.42 -3.78
C -3.08 -4.87 -4.86
C -0.16 2.53 -3.27
H -4.03 -3.14 1.95
H -6.44 2.71 -2.34
H 5.24 -1.91 1.89
H 3.41 -4.73 6.36
H -0.85 2.66 0.95
H -1.20 -4.64 -6.00
H -3.63 -1.58 0.13
H 7.44 1.61 0.99
H -0.29 -1.26 -5.84
H -0.66 3.41 -2.96
H 0.30 5.20 -2.28
H 3.80 2.60 -2.07
H 1.31 5.27 -3.67
H 5.56 3.01 1.75
H 1.29 -4.81 4.97
H -2.90 0.21 1.82
H -3.30 -5.85 -5.38
H -1.00 0.21 -6.45
H -0.57 3.77 6.32
H -3.71 -1.39 -3.69
H 5.02 -2.97 6.02
H 1.61 3.49 -1.11
H -2.18 -4.50 2.97
H -3.86 -3.09 -2.08
H -0.17 -2.95 -4.43
H -4.70 -4.88 -3.44
H 7.40 -0.80 1.63
H -5.24 0.28 -4.17
H 2.95 1.19 -3.05
H 1.80 -0.28 -4.95
H 0.14 -3.63 -0.55
H -0.20 -4.97 1.60
H -1.81 1.81 -4.50
H 3.93 4.34 -1.78
H 3.71 3.72 -3.48
H -2.30 1.28 6.75
H -3.74 0.94 4.04
H -2.76 2.90 6.08
H -0.36 2.43 7.51
H -4.39 4.87 -2.05
H -1.83 -0.66 -5.20
H -5.46 4.07 -0.73
H -5.44 3.40 -3.68
H 0.90 -3.02 3.30
H 3.44 0.99 4.38
H 4.70 -1.26 4.28
H 2.42 2.13 6.29
H 1.91 5.90 -2.10
H 3.39 2.04 2.27
H -2.55 4.49 0.26
```

## Properties
total energy: -6050.87128 Eh
ΔE to the lowest compared entry with this formula, charge and spin: 3.254 eV
charge: +3
HOMO level: -14.6 eV

=====

# 8
A structure of composition C10H19F3O5Pd at a distorted geometry. Source: the Open Molecules 2025 dataset; level of theory: ωB97M-V/def2-TZVPD.

XYZ file:
```
38
C10H19F3O5Pd ωB97M-V/def2-TZVPD
Pd 0.61 0.30 -0.71
F 3.49 -0.65 -1.06
F 2.55 -0.42 -3.01
F 2.27 -2.26 -1.88
O 0.60 -1.53 0.56
O 1.40 0.95 1.20
O -1.09 -0.97 -1.47
O -1.19 0.95 0.40
O 0.73 2.04 -1.89
C -0.91 -2.36 -1.10
C 0.31 3.25 -2.41
C 2.47 -0.97 -1.83
C -0.94 1.33 1.77
C 1.94 -0.16 1.96
C -2.41 0.21 0.18
C 1.02 -1.36 1.93
C -0.45 -2.50 0.34
C 0.47 1.86 1.84
C -2.35 -0.34 -1.23
H -3.17 -1.02 -1.43
H 2.89 -0.39 1.48
H -0.05 -3.51 0.50
H -0.15 -2.74 -1.78
H 0.56 2.79 1.28
H 1.13 3.97 -2.29
H 0.79 2.05 2.87
H -1.12 0.47 2.42
H -1.24 -2.33 1.07
H -2.50 -0.56 0.95
H 0.28 3.08 -3.51
H -0.67 3.57 -2.06
H -1.83 -2.91 -1.28
H 0.14 -1.25 2.57
H -3.26 0.89 0.27
H -1.64 2.12 2.05
H 2.15 0.17 2.98
H -2.41 0.48 -1.95
H 1.57 -2.25 2.26
```

## Properties
<S²>: 6.011
total energy: -1195.26658 Eh
2S+1: 5
ΔE to the lowest compared entry with this formula, charge and spin: 0.000 eV
charge: +2
HOMO level (spin up / spin down): -16.5 / -17.6 eV

=====

Which formula does entry 5 have?
Cl5O8S2Zr2